The following is a DFT calculation (ωB97M-V/def2-TZVPD) of C56H80FN4O4P2RbS as an isolated structure.

As for the net charge: -2. Its HOMO energy is -1.60 eV. The value obtained for the HOMO-LUMO gap is 5.12 eV. The spin multiplicity is 1. The value obtained for the total energy is -106312.2721 eV.

Each line ends with the Mulliken charge.
Geometry (Å):
H (6.7540, 0.0398, -1.9746)  0.462
H (-4.0845, -3.6891, 4.1041)  0.428
H (-4.8068, 4.2156, -0.6851)  0.464
C (-4.1370, -3.5543, 1.9399)  0.921
C (6.4489, 0.1766, -0.9311)  -1.845
C (-5.9564, -2.2361, 0.8257)  -0.129
C (0.3951, -0.5353, -5.9809)  -0.301
H (3.0338, 2.9862, -4.6157)  0.203
H (2.4993, 4.8487, 1.6482)  0.554
H (-1.9243, -1.7028, 2.5994)  -0.091
C (3.3592, -0.3810, -5.6820)  -0.898
C (0.2014, 3.3127, 4.3214)  0.020
H (-4.2629, 2.5839, -0.2678)  -0.112
P (3.7990, 0.1115, 0.3513)  0.760
C (0.2147, -4.9517, -0.7090)  -0.567
H (-6.0606, -0.5127, -2.0700)  0.268
C (1.1968, 0.0769, 5.2241)  0.552
H (-7.5244, -1.1560, -0.1795)  0.353
H (-3.3983, -1.6246, -4.6039)  0.511
H (-3.1435, 2.1842, 2.1843)  -0.149
C (-0.9718, -2.9882, -4.8739)  -0.744
H (6.1848, -1.0085, 2.1176)  0.399
H (-4.2902, 0.8418, -2.9368)  0.359
C (5.1973, -0.6808, -0.6143)  0.360
H (1.9348, 4.6966, -2.4011)  0.260
N (-2.3712, -2.3967, -0.1418)  0.696
H (-5.7169, -5.0279, 1.7065)  0.297
H (3.3952, -0.0535, -4.6380)  -0.073
C (-1.8581, -5.7979, -1.5454)  -1.036
N (2.1290, 2.1576, 1.4241)  0.982
H (-2.4868, -1.5445, -2.3314)  -0.675
H (-2.6299, 0.6031, -3.5158)  0.276
H (-2.4534, 5.0554, -0.4673)  0.437
H (5.4265, -0.5822, 3.6582)  0.455
H (-3.0496, -3.5535, 1.9093)  0.023
H (-2.9202, 0.8510, -1.7940)  0.077
H (3.3264, 0.4888, 5.0821)  0.255
H (2.4906, -1.9555, -6.8774)  0.427
H (1.3915, 6.2879, 3.2896)  0.285
C (1.8349, 4.4077, 2.3823)  -0.911
C (-4.6203, -2.6275, 0.8379)  0.816
C (-4.1586, 3.9477, 1.3941)  -0.854
H (4.3873, -0.5059, -6.0321)  0.494
H (-4.2502, -5.6646, 2.4875)  0.411
C (3.7813, 3.3744, -3.9146)  -1.893
C (-0.4979, -5.9847, -1.3286)  -0.685
O (0.1834, -0.5992, -7.1864)  -0.772
H (-4.2186, -2.8433, -3.6117)  0.319
H (-2.3141, 3.5593, -1.4417)  0.282
C (0.9472, 1.0349, 6.3875)  -1.613
C (-2.6455, 3.9773, -0.4885)  -0.969
C (-1.9596, 0.6062, 4.3565)  -1.332
C (-0.3510, 5.5900, 5.2793)  -1.772
H (5.3869, -1.9039, -2.4127)  0.523
H (2.8976, 0.4188, -6.2698)  0.310
H (6.2812, 1.2409, -0.7758)  0.368
C (4.6087, -1.3638, -1.8613)  -1.404
C (5.2336, -0.7390, 2.5910)  -1.884
C (-4.3109, -1.4583, -1.2743)  0.336
H (-6.6114, -2.5584, 1.6310)  0.239
H (1.3262, 0.5930, 7.3175)  0.479
H (-5.0350, -1.3184, -4.0042)  0.352
C (5.6390, 1.6788, 1.9733)  -1.639
H (1.2176, 4.2136, -0.1074)  0.481
H (-0.4332, 2.9066, 5.1000)  0.362
H (-4.1074, 5.0273, 1.5677)  0.306
C (4.6402, 0.5250, 1.9669)  2.173
C (2.4098, 3.8885, -1.8505)  -1.247
C (2.6669, -0.3711, 5.2530)  -1.506
H (7.2970, -0.1157, -0.3034)  0.242
C (-0.9711, 0.1239, 3.3011)  2.122
C (-2.9539, 3.2451, 2.0172)  -0.299
O (-0.2004, 1.7854, -3.3793)  -0.748
H (-2.4363, -6.5790, -2.0310)  0.341
H (4.5497, -1.5885, 2.4916)  0.390
H (1.0462, -3.7257, -4.9649)  0.456
H (-1.4463, -3.9552, -5.0563)  0.432
C (0.4423, -2.9598, -5.4519)  -1.804
H (0.0031, -6.8908, -1.6474)  0.348
C (-2.4972, -4.6263, -1.1598)  -0.864
H (1.2846, -5.0265, -0.5460)  0.419
H (5.8662, 1.9652, 3.0085)  0.454
H (6.5811, 1.4032, 1.4925)  0.274
C (1.2089, 5.2146, 3.3108)  -1.105
C (-3.4770, -1.1247, -2.4947)  2.546
H (0.1415, 5.5738, 6.2586)  0.303
H (2.9295, -0.8117, 6.2233)  0.533
H (-1.9656, 1.6951, 4.4491)  0.259
C (-6.4801, -1.4503, -0.1907)  -1.719
C (0.3448, 4.6953, 4.2785)  0.419
H (-0.5339, 1.2510, -5.6910)  0.295
H (-3.5515, -4.4804, -1.3733)  0.729
H (3.8204, -2.0695, -1.5975)  0.283
P (0.8275, 0.6118, 3.4390)  0.896
H (4.1485, -0.6461, -2.5419)  -0.108
H (-1.3905, 5.2880, 5.4379)  0.339
H (-0.9545, -2.8301, -3.7906)  -0.025
H (-5.0902, 3.5825, 1.8301)  0.428
C (-4.0688, -1.7689, -3.7519)  -1.784
H (5.2288, 2.5549, 1.4624)  0.270
C (1.6152, 2.9991, 2.3462)  -1.088
H (0.5693, -0.8100, 5.3594)  0.246
C (2.0071, 3.6232, -0.5566)  -0.180
H (4.5985, 1.3911, -2.2995)  0.028
N (-0.0221, 0.5179, -5.2324)  0.379
H (-1.7254, 0.1730, 5.3366)  0.306
O (-1.3995, 1.8012, 0.3966)  -0.449
O (1.7905, -2.2869, -3.0591)  -0.661
C (-4.6211, -4.9928, 1.7032)  -1.510
C (-1.8159, -3.5538, -0.5048)  0.614
H (3.8867, 4.4446, -4.1054)  0.474
H (-4.2643, -5.3672, 0.7437)  0.359
C (1.1564, -1.6183, -5.2353)  2.823
C (-4.5835, -3.0956, 3.3319)  -1.791
C (2.5493, 2.5446, 0.1862)  -1.137
H (-4.3393, -2.0454, 3.4985)  0.314
H (4.7331, 2.8931, -4.1460)  0.352
H (1.4690, 1.9800, 6.2296)  0.302
C (1.2822, -1.3796, -3.7172)  -1.130
C (3.8906, 2.0277, -1.7808)  -0.100
H (5.5054, -1.4882, 0.0520)  0.911
H (-1.2521, 0.5512, 2.3354)  -1.102
H (3.0957, -2.4932, -5.2994)  0.463
C (-3.7384, -2.1879, -0.1938)  -1.092
C (2.5756, -1.6895, -5.8224)  -1.551
C (-4.0782, 3.6492, -0.1038)  -0.109
C (-5.6502, -1.0875, -1.2421)  -0.218
F (0.3268, -2.8363, 0.2605)  -0.168
H (-5.6639, -3.2193, 3.4625)  0.428
H (0.4158, -3.1591, -6.5252)  0.473
C (0.2308, 0.7273, -3.8389)  -0.908
C (0.8327, 2.4483, 3.4264)  0.903
H (-0.1134, 1.2502, 6.5308)  0.246
H (3.7824, 0.8315, 2.5662)  -1.243
C (3.3758, 3.1093, -2.4843)  0.241
H (2.8678, -1.1029, 4.4692)  0.328
N (0.8781, -0.2223, -3.1484)  2.183
H (-1.0666, -1.8921, 4.1448)  0.504
H (-2.9759, 0.2879, 4.0915)  0.277
C (-1.0374, -1.4064, 3.1613)  -1.294
C (-0.4278, -3.8101, -0.3155)  0.269
Rb (0.4914, -0.1297, -0.3526)  0.114
C (-3.3215, 0.3841, -2.6955)  -1.479
H (-1.5974, -2.2150, -5.3307)  0.224
H (-0.1744, -1.7997, 2.6183)  0.244
H (-0.3530, 6.6262, 4.9331)  0.409
C (3.5028, 1.7188, -0.4730)  0.907
H (-2.5897, 3.7004, 2.9403)  0.284
S (-1.5809, 3.2309, 0.7944)  1.053

Cartesian forces (eV/Å) of the 3 atoms listed first:
0.0 0.0 0.1
0.0 0.0 0.0
0.0 0.0 0.0